Record 1
14
Properties=species:S:1:pos:R:3:lowdin_charge:R:1 method="wB97M-V/def2-TZVPD" gap_ev=9.39 lumo_ev=0.61 total_energy_ev=-8727.7290 fmax_ha_per_bohr=0.0122 total_charge=0 e_above_lowest_kcal_mol=91.1 homo_ev=-8.78
H 2.65092 -1.68108 -0.57678 0.05
N 3.51066 -1.39584 -0.06173 0.02
N 3.48758 -0.16209 0.13573 -0.11
C 2.37800 0.50885 -0.28485 -0.11
C 1.21187 0.70127 0.04918 -0.11
N -0.04913 0.87177 0.35887 -0.01
C -1.01620 -0.22613 0.29489 -0.24
C -2.29862 0.25104 -0.36096 -0.09
H -0.26698 1.63723 0.98068 0.14
H -0.54920 -1.03876 -0.27137 0.12
H -1.20184 -0.60205 1.30953 0.12
H -2.10515 0.52798 -1.40095 0.08
H -2.68428 1.13344 0.16201 0.07
H -3.06762 -0.52563 -0.33423 0.07



Record 2
67
Properties=species:S:1:pos:R:3:lowdin_charge:R:1 method="wB97M-V/def2-TZVPD" gap_ev=10.54 lumo_ev=-0.22 total_energy_ev=-527469.8584 fmax_ha_per_bohr=0.0221 total_charge=0 homo_ev=-10.76 smiles="O=C(O)CCCOC(=O)F.ClC(Cl)(Cl)Cl.ClC(Cl)(Cl)Cl.ClC(Cl)(Cl)Cl.ClC(Cl)(Cl)Cl.ClC(Cl)(Cl)Cl.ClC(Cl)(Cl)Cl.ClC(Cl)(Cl)Cl.ClC(Cl)(Cl)Cl.ClC(Cl)(Cl)Cl.ClC(Cl)(Cl)Cl"
O 1.38346 7.02693 1.08710 0.14
C 1.10640 6.14654 1.84545 -0.52
O -0.20043 5.78338 2.05971 0.08
C 2.14399 5.42593 2.67087 -0.09
C 2.22155 6.03178 4.08943 -0.13
C 3.58207 5.90704 4.75323 -0.15
O 4.11713 4.57204 4.74329 0.06
C 4.86748 4.26445 3.69941 -0.61
O 5.52389 4.96896 3.00556 0.16
F 4.83405 2.93597 3.52403 0.07
H -0.32250 4.85225 1.82189 0.12
H 1.85078 4.37139 2.75321 0.13
H 3.09761 5.44315 2.13918 0.12
H 1.46226 5.56271 4.71950 0.13
H 2.02593 7.10566 4.00674 0.13
H 3.46483 6.16329 5.80953 0.13
H 4.28851 6.63422 4.34759 0.13
Cl 6.32418 4.18164 -1.04448 0.54
C 6.18031 2.46564 -0.65517 -2.03
Cl 4.91835 1.73050 -1.65812 0.48
Cl 7.71567 1.65314 -0.98751 0.53
Cl 5.75675 2.29645 1.04573 0.59
Cl -0.65033 -0.83432 1.98522 0.52
C -2.19737 -1.10685 1.16763 -2.04
Cl -2.18991 -2.70013 0.41157 0.53
Cl -3.50967 -1.03327 2.34749 0.51
Cl -2.45008 0.14151 -0.05900 0.49
Cl -7.47710 -2.69375 1.81280 0.50
C -7.25311 -3.11507 3.51143 -2.04
Cl -8.82973 -3.41139 4.25630 0.52
Cl -6.25963 -4.57148 3.63508 0.53
Cl -6.45265 -1.77600 4.34410 0.47
Cl 0.82680 -1.51882 -1.49132 0.49
C 1.84090 -2.39084 -2.64833 -2.01
Cl 2.79249 -3.59679 -1.75604 0.50
Cl 0.83516 -3.17957 -3.86182 0.52
Cl 2.94154 -1.27149 -3.45081 0.50
Cl 6.19301 0.58946 -7.06921 0.53
C 4.58203 0.98476 -6.46441 -2.04
Cl 3.50649 -0.39573 -6.70226 0.51
Cl 4.68121 1.37070 -4.73987 0.47
Cl 3.94851 2.38140 -7.34133 0.53
Cl 1.18072 -9.15504 -3.17173 0.52
C 1.01644 -7.53369 -3.86175 -2.04
Cl 1.67542 -7.52096 -5.50171 0.52
Cl -0.69492 -7.09044 -3.91507 0.53
Cl 1.88957 -6.36750 -2.86854 0.45
Cl -11.15422 0.06019 -0.23872 0.52
C -11.27984 -1.70030 -0.32187 -2.06
Cl -10.58275 -2.40753 1.13763 0.49
Cl -12.97978 -2.16354 -0.46025 0.52
Cl -10.39343 -2.28624 -1.73450 0.52
Cl 4.99990 -5.47142 -4.43673 0.51
C 5.78420 -7.02807 -4.15345 -2.05
Cl 6.26021 -7.73269 -5.70288 0.53
Cl 7.21848 -6.78536 -3.15001 0.53
Cl 4.67273 -8.12883 -3.32976 0.50
Cl -4.17494 0.02319 7.01267 0.53
C -4.60068 1.47403 6.09954 -2.05
Cl -6.02131 1.13511 5.10183 0.49
Cl -4.96161 2.79316 7.21596 0.53
Cl -3.24944 1.93114 5.05756 0.51
Cl -1.76959 -0.87710 -3.02181 0.45
C -3.16320 -0.68668 -4.08713 -2.04
Cl -3.65308 -2.27239 -4.69788 0.52
Cl -4.50677 0.03592 -3.19076 0.52
Cl -2.73295 0.35967 -5.44403 0.53



Record 3
85
Properties=species:S:1:pos:R:3:lowdin_charge:R:1 method="wB97M-V/def2-TZVPD" gap_ev=9.19 lumo_ev=-0.31 total_energy_ev=-63290.4279 fmax_ha_per_bohr=0.0873 total_charge=0 e_above_lowest_kcal_mol=0.0 homo_ev=-9.50 smiles="O=C1OCCO1.O=C1OCCO1.O=C1OCCO1.O=C1OCCO1.c1ccncc1.c1ccncc1.c1ccncc1.CCCC#N"
O 0.20186 1.16437 -5.77924 0.10
C 0.91331 0.16904 -5.51856 -0.54
O 0.50139 -1.08087 -5.46577 0.10
C 1.37207 -1.77353 -4.63945 -0.16
C 2.65424 -1.11544 -4.85402 -0.12
O 2.18764 0.17917 -5.15650 0.08
H 1.00840 -1.64201 -3.62036 0.13
H 1.28567 -2.84650 -4.81077 0.15
H 3.14767 -1.62788 -5.67987 0.14
H 3.34427 -1.19841 -4.01433 0.13
O 3.93739 -3.00291 -1.42737 0.12
C 4.84731 -2.18494 -1.48823 -0.46
O 4.72872 -0.86348 -0.97443 0.00
C 5.97113 -0.30883 -0.77877 -0.17
C 6.86105 -1.09180 -1.73014 -0.10
O 6.09640 -2.26701 -2.01601 0.06
H 5.91231 0.72800 -1.10986 0.14
H 6.24516 -0.42115 0.27023 0.14
H 7.77094 -1.45174 -1.24987 0.14
H 7.07402 -0.47546 -2.60357 0.13
O -6.74020 4.80049 0.01638 0.17
C -5.94180 4.11990 -0.51630 -0.67
O -5.87901 3.88760 -1.78932 0.10
C -4.57931 3.37941 -2.08196 -0.10
C -4.04389 2.82349 -0.75535 -0.11
O -4.98158 3.45804 0.10389 0.05
H -4.54970 2.53734 -2.77344 0.13
H -3.97862 4.18410 -2.50595 0.13
H -3.08734 3.22476 -0.42054 0.12
H -4.03739 1.74000 -0.63651 0.11
O 3.69071 -3.41602 5.13163 0.13
C 3.53479 -3.50323 3.91967 -0.48
O 4.09151 -4.45064 3.03842 0.05
C 3.57875 -4.24139 1.75371 -0.15
C 3.04863 -2.83043 1.84422 -0.13
O 2.71932 -2.65636 3.23932 0.05
H 4.36380 -4.25828 0.99774 0.13
H 2.77043 -4.93710 1.52853 0.14
H 2.23264 -2.84055 1.12162 0.12
H 3.76175 -2.06437 1.53974 0.12
C 1.08940 -0.26756 -0.40478 -0.06
C 0.93979 0.52952 -1.56235 -0.06
C -0.30097 1.20896 -1.68584 -0.13
N -1.35706 1.08500 -0.84612 0.07
C -1.17832 0.16951 0.19719 -0.11
C -0.00937 -0.48153 0.43277 -0.08
H 2.04499 -0.75032 -0.26276 0.08
H 1.81510 0.75093 -2.15499 0.09
H -0.46258 1.91591 -2.48614 0.09
H -1.99307 0.11457 0.90398 0.09
H 0.13391 -1.16870 1.25354 0.09
C -5.46018 -0.29161 5.11759 -0.06
C -4.74728 -1.17995 4.28525 -0.10
C -4.09556 -0.66062 3.20493 -0.17
N -4.11488 0.68137 2.89285 0.05
C -4.87785 1.53554 3.66072 -0.12
C -5.51095 1.08619 4.82585 -0.07
H -6.01918 -0.63845 5.97410 0.10
H -4.71267 -2.25617 4.36866 0.08
H -3.39021 -1.28956 2.68213 0.08
H -5.00506 2.56090 3.34632 0.10
H -6.09518 1.81070 5.37371 0.10
C 1.23291 4.63790 -3.27114 -0.09
C 1.17942 4.06238 -4.55301 -0.09
C 0.41612 4.65813 -5.53507 -0.12
N -0.17286 5.90548 -5.34542 0.04
C 0.08715 6.59030 -4.19321 -0.14
C 0.76151 5.95156 -3.13119 -0.08
H 1.50906 4.04524 -2.41155 0.09
H 1.63942 3.08735 -4.61725 0.08
H 0.20811 4.21691 -6.49864 0.10
H -0.52568 7.47038 -4.06557 0.09
H 0.94558 6.36295 -2.14972 0.09
C -1.49848 -3.72910 3.31032 -0.10
C -0.82258 -2.81345 4.35129 -0.24
C -0.95906 -3.19111 5.84629 -0.17
C -2.36393 -3.20351 6.28106 -0.23
N -3.44659 -3.25716 6.67003 0.15
H -1.13986 -4.74861 3.45208 0.07
H -1.36194 -3.51609 2.25010 0.06
H -2.57746 -3.85525 3.39967 0.06
H -1.18010 -1.79142 4.22582 0.10
H 0.25692 -2.74596 4.21630 0.09
H -0.55120 -2.37797 6.44676 0.12
H -0.36379 -4.06919 6.09673 0.12



Record 4
8
Properties=species:S:1:pos:R:3:lowdin_charge:R:1 method="wB97M-V/def2-TZVPD" gap_ev=10.91 lumo_ev=0.86 total_energy_ev=-6591.5033 fmax_ha_per_bohr=0.0616 total_charge=0 e_above_lowest_kcal_mol=24.7 homo_ev=-10.06 smiles=c1c[nH]nn1
C 0.28447 -0.44746 1.02108 -0.16
C -0.96913 -0.38329 0.48627 -0.11
N -0.73103 0.14200 -0.74828 -0.04
N 0.52457 0.47677 -0.92884 -0.04
N 1.20489 0.22405 0.17667 0.00
H 0.49734 -0.67257 2.07290 0.09
H -2.00480 -0.60211 0.85060 0.13
H -1.37368 0.35938 -1.46442 0.13



Record 5
10
Properties=species:S:1:pos:R:3:lowdin_charge:R:1 method="wB97M-V/def2-TZVPD" gap_ev=10.97 lumo_ev=-5.83 total_energy_ev=-11241.8719 fmax_ha_per_bohr=0.1175 total_charge=+1 homo_ev=-16.79 smiles="NN1NN=[N+]=C1F"
N 1.54008 -0.37125 0.08679 0.15
N 0.19888 -0.07150 0.01246 -0.09
N -0.41220 1.12164 -0.21280 0.10
N -1.74324 0.98140 -0.16496 0.09
N -2.16366 -0.28567 0.07277 0.18
C -0.89740 -0.97617 0.17263 -0.08
F -0.67629 -2.32674 0.42224 0.14
H 1.99640 0.20529 0.81185 0.14
H 2.01565 -0.26093 -0.82046 0.14
H 0.14178 1.98392 -0.38051 0.22



Record 6
75
Properties=species:S:1:pos:R:3:mulliken_spin:R:1 method="wB97M-V/def2-TZVPD" gap_ev="7.02 / 4.93" lumo_ev="-6.28 / -8.83" total_energy_ev=-116045.7579 multiplicity=5 fmax_ha_per_bohr=0.0151 total_charge=+2 e_above_lowest_kcal_mol=2.6 homo_ev="-13.31 / -13.76" s_squared=6.06
Pd 1.45914 1.38688 -1.12485 0.65
C 3.45169 -1.65947 -4.38771 0.01
C 1.97916 -1.55771 -4.24144 0.23
N 1.22046 -2.52161 -4.73012 -0.11
C -0.09706 -2.39555 -4.62403 0.31
C -0.77709 -1.27475 -4.07731 0.04
C -2.29532 -1.29526 -4.07668 0.00
O -2.84413 -2.39365 -4.75130 0.00
C -0.02475 -0.26363 -3.51449 0.07
C -0.71087 0.92423 -3.00492 -0.02
N -0.27010 1.75400 -2.13231 0.08
C -1.01936 2.93984 -1.84977 0.00
C -1.62460 3.61970 -2.90423 0.00
C -2.35739 4.76675 -2.66039 0.00
C -2.47810 5.23863 -1.36138 0.01
C -1.84740 4.57191 -0.32557 0.00
C -1.08854 3.42350 -0.54474 0.01
I 2.58823 3.77180 -1.89972 1.11
C 1.42221 -0.39858 -3.54456 0.09
O 2.22310 0.40444 -3.02236 0.31
H 3.70646 -2.61814 -4.82793 0.00
H 3.94570 -1.52945 -3.42396 0.01
H 3.82122 -0.85285 -5.02674 0.02
H -0.69625 -3.21950 -4.98896 0.00
H -2.68806 -0.35192 -4.47313 0.00
H -2.63508 -1.36804 -3.03884 0.00
H -2.95450 -2.19139 -5.68665 0.00
H -1.69715 1.12402 -3.42122 0.00
H -1.48680 3.27503 -3.92054 0.00
H -2.82067 5.29539 -3.48164 0.00
H -3.05154 6.13077 -1.15291 0.00
H -1.94193 4.94913 0.68618 0.00
O 3.13159 0.81734 -0.07179 0.07
C 2.78744 -0.35815 0.22947 -0.02
O 1.71530 -0.85058 -0.22968 0.09
C 3.52659 -1.11953 1.29691 -0.01
C 2.50390 -1.95275 2.08536 0.00
Ge 0.77074 -1.04799 2.09412 0.15
C 0.76198 0.89322 1.75424 0.08
C 0.08592 1.39796 0.55695 0.00
C -0.39575 2.81209 0.65444 -0.03
C 0.64832 3.69854 1.27564 0.09
C 1.51356 3.19461 2.16393 -0.02
C 1.45059 1.79110 2.50280 0.02
C -0.75837 -1.98613 1.38444 0.02
C -0.66045 -3.34673 1.09808 0.00
C -1.75791 -4.05727 0.63220 0.00
C -2.97411 -3.41675 0.44739 0.00
C -3.09196 -2.06362 0.73457 0.00
C -1.99101 -1.35708 1.19667 -0.02
C 0.26861 -0.77192 4.10981 0.33
C 1.27865 -0.66310 5.08915 0.06
C 1.00168 -1.11172 6.35699 0.03
C -0.31331 -1.47227 6.69416 0.20
C -1.34964 -1.40917 5.75869 0.00
C -1.07895 -0.95811 4.48700 0.10
H 4.04830 -0.39760 1.92417 0.00
H 4.28913 -1.75103 0.83667 0.00
H 2.86209 -2.20188 3.08233 0.00
H 2.31704 -2.89123 1.56255 0.00
H -0.57677 0.70676 0.04445 -0.01
H -1.18690 2.76676 1.43483 0.01
H 0.61209 4.76072 1.06712 0.01
H 2.22067 3.83278 2.67514 0.00
H 2.00819 1.47036 3.37570 -0.01
H 0.27462 -3.87774 1.22838 0.00
H -1.66397 -5.11253 0.41499 0.00
H -3.82968 -3.97224 0.08788 0.00
H -4.04349 -1.56341 0.60971 0.00
H -2.11730 -0.30423 1.43264 0.00
H 2.28537 -0.36163 4.82704 0.00
H 1.78006 -1.17462 7.10529 0.01
H -0.53782 -1.74445 7.71749 0.00
H -2.35568 -1.67742 6.04996 0.00
H -1.87003 -0.85387 3.75636 0.01